Here is an isolated ion of composition C2H7N2 and charge -1 at a distorted geometry from the Open Molecules 2025 dataset. Energies are from ωB97M-V/def2-TZVPD.

Summary:
- highest occupied orbital energy (eV) = -0.97
- net charge = -1
- orbital gap (Ha) = 0.210
- energy relative to the best compared isomer or geometry (same formula, charge and spin) (kcal/mol) = 0.0
- E (eV) = -5166.088

Geometry as XYZ:
```
11
C2H7N2, DFT ωB97M-V/def2-TZVPD
N 1.947 0.015 0.650
C 0.741 0.445 -0.064
C -0.420 -0.513 0.297
N -1.791 -0.038 -0.026
H 2.607 -0.250 -0.077
H 0.912 0.343 -1.155
H 0.480 1.504 0.138
H -0.357 -0.767 1.357
H -0.269 -1.439 -0.262
H -1.964 -0.251 -0.992
H -1.885 0.950 0.134
```